(1)
ORCA calculation (ωB97M-V/def2-TZVPD) on C3H7N in the gas phase.

CARTESIAN COORDINATES (ANGSTROEM)
C1 0.46 -1.26 0.50
C2 0.20 0.23 0.31
C3 -0.58 0.69 -0.90
N1 0.57 1.10 1.19
H1 1.05 -1.61 -0.47
H2 1.13 -1.48 1.37
H3 -0.45 -1.77 0.63
H4 -1.52 0.01 -1.13
H5 0.09 0.53 -1.72
H6 -0.86 1.75 -0.78
H7 -0.09 1.81 1.01

The orbital gap is 10.7 eV. The multiplicity is 1. Its net charge is 0.



(2)
ORCA calculation (ωB97M-V/def2-TZVPD) on a molecular structure, C9H26Cl2NPV.

CARTESIAN COORDINATES (ANGSTROEM)
V1 -0.01 0.61 -0.05
Cl1 -0.73 0.30 -2.10
Cl2 1.71 1.76 0.21
H1 0.47 -1.14 -0.19
H2 -0.30 -1.30 -0.06
P1 0.79 1.20 -5.81
C1 -0.90 1.28 -6.70
C2 1.71 2.71 -6.52
C3 1.57 -0.28 -6.73
C4 -1.92 1.83 -5.71
H3 -1.11 0.22 -6.87
C5 -0.98 2.00 -8.04
H4 -0.80 3.08 -7.93
H5 -1.99 1.88 -8.45
H6 -0.27 1.62 -8.78
H7 -1.88 1.26 -4.77
H8 -2.92 1.74 -6.13
H9 -1.73 2.88 -5.48
H10 0.73 -1.00 -6.69
C6 2.70 -0.84 -5.87
C7 1.97 -0.09 -8.18
H11 1.13 0.19 -8.82
H12 2.37 -1.03 -8.57
H13 2.75 0.67 -8.30
H14 2.37 -0.99 -4.84
H15 3.57 -0.16 -5.87
H16 3.02 -1.80 -6.29
C8 1.09 3.98 -5.95
H17 1.58 2.69 -7.62
C9 3.19 2.65 -6.20
H18 0.04 4.11 -6.23
H19 1.65 4.84 -6.32
H20 1.15 3.97 -4.86
H21 3.34 2.50 -5.12
H22 3.66 3.60 -6.48
H23 3.71 1.84 -6.73
N1 0.03 0.01 2.00
H24 -0.57 -0.73 2.33
H25 -0.20 0.86 2.52
H26 0.99 -0.25 2.29

The orbital gap (spin up / spin down) is 4.7 / 3.3 eV. The multiplicity is 3. Its net charge is -1.



(3)
ORCA calculation (ωB97M-V/def2-TZVPD) on a molecular structure, C29H22ClHfN3O7P.

CARTESIAN COORDINATES (ANGSTROEM)
C1 -0.35 1.22 1.59
C2 -0.29 2.16 0.52
C3 -1.37 1.91 -0.37
H1 0.39 3.02 0.49
C4 -2.13 0.80 0.15
C5 -1.49 0.37 1.36
H2 -1.92 -0.30 2.10
H3 0.16 1.32 2.54
H4 -1.71 2.56 -1.17
H5 -3.11 0.48 -0.19
Hf1 -0.12 -0.12 -0.63
Cl1 -1.14 -1.23 -2.46
P1 0.79 1.48 -2.69
C6 -0.61 2.39 -3.51
C7 -0.47 3.67 -4.06
H6 0.46 4.22 -3.93
C8 -1.53 4.27 -4.75
H7 -1.39 5.27 -5.18
C9 -2.75 3.61 -4.88
H8 -3.56 4.06 -5.45
C10 -2.93 2.37 -4.28
H9 -3.89 1.86 -4.31
C11 -1.86 1.76 -3.61
H10 -2.02 0.79 -3.16
C12 2.09 2.79 -2.66
C13 1.88 3.91 -1.83
H11 0.98 3.97 -1.21
C14 2.79 4.97 -1.82
H12 2.65 5.79 -1.11
C15 3.86 4.98 -2.72
H13 4.50 5.87 -2.80
C16 4.08 3.87 -3.54
H14 4.92 3.87 -4.25
C17 3.24 2.76 -3.47
H15 3.47 1.88 -4.07
C18 1.38 0.47 -4.11
C19 0.99 0.75 -5.43
H16 0.30 1.56 -5.63
C20 1.47 -0.03 -6.48
H17 1.15 0.20 -7.50
C21 2.34 -1.09 -6.22
H18 2.72 -1.70 -7.05
C22 2.73 -1.38 -4.91
H19 3.41 -2.20 -4.70
C23 2.24 -0.60 -3.85
H20 2.53 -0.84 -2.82
O1 1.08 -3.09 6.10
N1 0.66 -3.86 5.21
O2 0.14 -4.96 5.48
C24 0.72 -3.47 3.83
C25 1.33 -2.25 3.47
C26 1.20 -1.81 2.14
C27 0.33 -2.53 1.24
O3 -0.27 -1.93 0.26
C28 0.00 -3.87 1.56
C29 0.06 -4.28 2.89
N2 -0.47 -4.74 0.50
O4 -1.12 -5.76 0.84
O5 -0.19 -4.46 -0.67
N3 1.73 -0.55 1.73
O6 1.69 -0.22 0.42
O7 2.25 0.21 2.54
H21 1.85 -1.64 4.20
H22 -0.42 -5.21 3.19

The orbital gap (spin up / spin down) is 6.1 / 6.1 eV. The multiplicity is 1. Its net charge is +1.